No. 1
Formula: C19H19N3O4S
Source: OMol25
Level of theory: the ωB97M-V functional and the def2-TZVPD basis

Summary:
E_HOMO ... -8.44 eV
Energy relative to the best compared isomer or geometry (same formula, charge and spin) ... 2.873 eV
Multiplicity ... 1
SMILES ... CCOC(=O)[C@]1(C#N)[C@@H]2C=CC(C(C)=O)=CN2[C@@H](C(N)=O)[C@@H]1c1ccsc1
Gap between HOMO and LUMO ... 8.3 eV
LUMO level ... -0.15 eV

Geometry (Å):
C -5.95 0.37 0.10
C -5.02 -0.26 1.14
O -3.65 0.01 0.73
C -2.70 -0.37 1.66
O -2.99 -0.96 2.70
C -1.24 0.14 1.49
C -1.16 1.33 2.37
N -1.12 2.32 2.96
C -0.88 0.61 0.06
C -1.37 0.01 -1.23
C -0.61 -0.15 -2.35
C 0.81 0.24 -2.31
C 1.62 0.27 -3.54
C 0.95 0.19 -4.88
O 2.82 0.43 -3.46
C 1.41 0.46 -1.10
N 0.62 0.42 0.08
C 1.11 -0.42 1.19
C 2.10 0.32 2.12
N 2.44 1.61 1.85
O 2.68 -0.18 3.06
C -0.14 -0.86 1.89
C -0.48 -2.30 1.55
C -0.45 -2.89 0.22
C -0.74 -4.24 0.26
S -1.12 -4.82 1.85
C -0.82 -3.23 2.51
H -5.88 -0.12 -0.87
H -6.96 0.28 0.44
H -5.74 1.44 -0.04
H -5.20 0.14 2.12
H -5.22 -1.34 1.14
H -1.13 1.68 -0.04
H -2.41 -0.22 -1.32
H -1.06 -0.57 -3.26
H 1.72 0.27 -5.63
H 0.21 1.00 -5.00
H 0.40 -0.78 -4.99
H 2.47 0.73 -1.08
H 1.69 -1.26 0.76
H 1.78 2.10 1.24
H 2.88 2.14 2.59
H 0.02 -0.88 2.94
H -0.26 -2.37 -0.72
H -0.83 -4.95 -0.60
H -0.84 -3.01 3.58

These are the natural (NBO) partial charges, in e, on atoms 1 to 8:
1. C -0.63
2. C -0.07
3. O -0.52
4. C 0.83
5. O -0.56
6. C -0.24
7. C 0.30
8. N -0.28

No. 2
Formula: C3H7NO2
Source: OMol25
Level of theory: the ωB97M-V functional and the def2-TZVPD basis

Summary:
E_HOMO (spin up / spin down) ... -8.58 / -8.06 eV
Energy relative to the best compared isomer or geometry (same formula, charge and spin) ... 7.658 eV
Multiplicity ... 1
Gap between HOMO and LUMO (spin up / spin down) ... 9.1 / 8.8 eV
LUMO level (spin up / spin down) ... 0.51 / 0.72 eV

Geometry (Å):
C 1.91 0.75 0.22
N 0.83 -1.25 0.33
C -1.36 0.71 -0.41
C -1.84 0.20 0.72
O 1.52 -0.35 -0.35
O 0.36 -2.21 -0.53
H 0.33 -1.84 -1.43
H -1.60 0.28 -1.37
H 2.40 1.44 -0.44
H 2.15 0.75 1.27
H -0.72 1.61 -0.42
H -2.31 -0.78 0.74
H -1.67 0.69 1.66

These are the natural (NBO) partial charges, in e, on atoms 1 to 8:
1. C -0.10
2. N 0.15
3. C -0.41
4. C -0.37
5. O -0.31
6. O -0.54
7. H 0.46
8. H 0.19

No. 3
Formula: C4H8N4O
Source: OMol25
Level of theory: the ωB97M-V functional and the def2-TZVPD basis

Summary:
E_HOMO ... -17.53 eV
Energy relative to the best compared isomer or geometry (same formula, charge and spin) ... 6.734 eV
Multiplicity ... 1
Gap between HOMO and LUMO ... 8.0 eV
Net charge ... +2
LUMO level ... -9.56 eV

Geometry (Å):
C 0.28 -3.64 -0.29
C 0.27 -2.42 -0.78
C 1.07 -0.20 -0.22
C -1.44 3.07 0.20
N -0.95 1.18 1.57
N 1.43 0.83 -0.76
N 0.71 -1.33 0.14
N -1.28 2.09 0.95
O 1.08 2.11 -0.65
H 0.10 -4.49 -0.92
H 0.46 -3.91 0.68
H 0.19 -2.29 -1.91
H -0.92 4.10 0.36
H -2.10 3.08 -0.62
H 1.64 2.48 -1.36
H -1.45 1.03 2.51
H 0.91 -1.67 1.11

These are the natural (NBO) partial charges, in e, on atoms 1 to 8:
1. C -0.30
2. C -0.09
3. C 0.66
4. C -0.06
5. N -0.12
6. N -0.05
7. N -0.53
8. N 0.12